Molecular formula: C5H13N2
Method: DFT, ωB97M-V with the def2-TZVPD basis set

Geometry as XYZ:
```
20
Properties=species:S:1:pos:R:3
H -1.99 -0.24 0.77
H -0.19 2.44 -0.82
H -0.64 -4.24 -0.05
C -0.43 1.25 0.98
H 1.62 0.48 -0.47
C -1.16 0.17 0.20
C 0.38 2.19 0.08
H 2.03 1.85 -1.25
N -0.14 -3.45 -0.40
H 0.67 -3.53 -0.98
H -1.82 -2.41 0.19
H 0.77 3.09 0.54
H 0.62 -0.89 -0.77
N 1.69 1.50 -0.36
H 0.21 0.91 1.79
H 2.35 1.67 0.37
C -0.35 -1.03 -0.30
H -1.63 0.60 -0.70
H -1.16 1.93 1.42
C -0.83 -2.28 -0.23
```

The HOMO-LUMO gap comes out at 7.849 eV. The net charge is +1. As for the LUMO energy: -3.43 eV. The calculation puts the energy above the lowest of the compared OMol25 structures with the same formula, charge and spin at 1.996 eV. Its SMILES is N/C=C/CCC[NH3+].